[1]
Here is a molecular structure, C49H39BrIN4O5PSW from the Open Molecules 2025 dataset. Energies are from ωB97M-V/def2-TZVPD.

Last column: Löwdin charge in e.
Element x y z (Å)
W -0.3242 -0.2031 -0.3948  1.12
O -0.6598 1.3468 -1.5083  -0.54
P -1.4007 1.9947 -2.7310  0.92
C -2.0792 3.5248 -2.1407  -0.29
C -2.5321 4.4667 -3.0656  -0.06
C -3.0998 5.6460 -2.6156  -0.04
C -3.2109 5.8848 -1.2509  -0.04
C -2.7533 4.9509 -0.3316  -0.05
C -2.1857 3.7647 -0.7714  -0.06
C -0.2023 2.2547 -4.0138  -0.29
C 1.0933 2.6231 -3.6422  -0.07
C 2.0312 2.9025 -4.6202  -0.05
C 1.6769 2.8279 -5.9625  -0.04
C 0.3871 2.4734 -6.3328  -0.04
C -0.5586 2.1847 -5.3609  -0.07
C -2.6920 0.9165 -3.3136  -0.29
C -2.3548 -0.2205 -4.0565  -0.10
C -3.3513 -1.0771 -4.4911  -0.05
C -4.6818 -0.8012 -4.1908  -0.05
C -5.0184 0.3219 -3.4485  -0.06
C -4.0257 1.1839 -3.0053  -0.06
H -2.4331 4.2874 -4.1301  0.12
H -3.4488 6.3822 -3.3264  0.12
H -3.6511 6.8097 -0.9032  0.12
H -2.8331 5.1499 0.7286  0.12
H -1.8133 3.0409 -0.0566  0.09
H 1.3640 2.6920 -2.5955  0.09
H 3.0359 3.1877 -4.3388  0.12
H 2.4109 3.0530 -6.7247  0.12
H 0.1162 2.4217 -7.3783  0.12
H -1.5631 1.9057 -5.6534  0.11
H -1.3212 -0.4247 -4.3072  0.10
H -3.0955 -1.9475 -5.0805  0.12
H -5.4606 -1.4605 -4.5518  0.12
H -6.0553 0.5377 -3.2280  0.12
H -4.2893 2.0682 -2.4387  0.12
O 6.3185 -2.7114 -3.7388  0.14
C 5.6207 -3.4050 -2.8218  -0.47
O 6.1501 -4.2532 -2.1686  0.15
C 4.1653 -3.0540 -2.6314  -0.11
C 3.5357 -3.6182 -1.5242  0.02
C 2.2083 -3.3439 -1.2504  -0.10
C 1.5070 -2.4861 -2.0920  -0.68
S -0.1712 -2.0478 -1.6722  0.66
C 2.1089 -1.9409 -3.2185  -0.15
C 3.4408 -2.2315 -3.4859  -0.02
H 5.7928 -2.0135 -4.1428  0.09
H 4.1117 -4.2739 -0.8852  0.14
H 1.7269 -3.7624 -0.3757  0.10
H 1.5491 -1.2947 -3.8842  0.11
H 3.8819 -1.8155 -4.3842  0.12
Br 5.2069 -0.3121 1.3643  0.79
C 4.0414 1.0917 1.8452  -0.73
C 4.3396 1.8459 2.9717  -0.11
C 3.5177 2.9001 3.3361  -0.05
C 2.4032 3.2198 2.5736  -0.06
C 2.0978 2.4732 1.4466  -0.15
C 2.9107 1.4046 1.0995  -0.65
I 2.4246 0.2369 -0.5774  1.28
H 5.2177 1.6046 3.5541  0.11
H 3.7606 3.4822 4.2146  0.12
H 1.7750 4.0564 2.8480  0.12
H 1.2311 2.7170 0.8482  0.09
O -0.6495 1.0856 1.5258  -0.09
C -0.3208 0.0636 2.1815  -0.57
N -0.2312 -0.1795 3.4751  0.22
C 0.1987 -1.5725 3.7265  -0.23
C 0.4011 -2.0789 2.2702  -0.38
O 0.8092 -3.1423 1.9193  0.15
N -0.0094 -1.0366 1.4253  -0.05
C -0.9204 -2.4122 4.3331  -0.17
C -0.6368 -3.7323 4.6757  -0.02
C -1.6296 -4.5403 5.2015  -0.05
C -2.9111 -4.0383 5.3951  -0.06
C -3.1953 -2.7267 5.0542  -0.07
C -2.2033 -1.9143 4.5165  -0.03
C 1.4812 -1.5809 4.5408  -0.16
C 1.4008 -1.4935 5.9272  -0.02
C 2.5568 -1.4217 6.6891  -0.05
C 3.7993 -1.4491 6.0714  -0.06
C 3.8826 -1.5418 4.6899  -0.07
C 2.7271 -1.6015 3.9247  -0.03
H -0.3160 0.5215 4.1945  0.19
H 0.3623 -4.1237 4.5321  0.13
H -1.4015 -5.5634 5.4683  0.12
H -3.6820 -4.6688 5.8172  0.11
H -4.1882 -2.3270 5.2127  0.11
H -2.4418 -0.8906 4.2574  0.10
H 0.4339 -1.5026 6.4163  0.13
H 2.4860 -1.3603 7.7666  0.11
H 4.7014 -1.4122 6.6673  0.11
H 4.8492 -1.5831 4.2047  0.09
H 2.8130 -1.6945 2.8480  0.09
N -3.1158 -1.5231 -0.8069  0.03
C -4.4026 -1.4796 -0.4712  -0.04
C -4.5781 -0.3963 0.3746  -0.01
C -3.3172 0.1640 0.5044  -0.10
N -2.4177 -0.5276 -0.2167  -0.15
H -2.6373 -2.1936 -1.3940  0.09
H -5.1005 -2.2111 -0.8435  0.14
H -5.4945 -0.0705 0.8330  0.12
H -2.9949 1.0179 1.0762  0.11

Forces on the atoms, in the same order (eV/Å):
-0.14 0.08 -0.01
0.03 -0.04 -0.03
-0.02 0.02 0.02
-0.02 0.00 0.00
0.00 0.00 0.00
0.00 0.00 0.00
0.00 0.00 0.00
0.00 0.00 -0.01
0.01 0.00 0.00
0.01 0.01 0.01
-0.01 -0.01 0.00
0.01 0.00 -0.01
0.00 0.00 0.00
0.00 0.00 0.00
0.00 0.01 0.00
0.02 0.00 -0.01
0.00 0.00 0.01
-0.01 -0.01 0.00
0.00 0.00 0.00
0.01 0.01 0.01
0.00 0.00 0.00
0.00 0.00 0.00
0.00 0.00 0.00
0.00 0.00 0.00
0.00 0.00 0.00
0.01 0.01 0.01
0.00 0.00 0.00
0.00 0.00 0.00
0.00 0.00 0.00
0.00 0.00 0.00
0.00 0.01 0.00
0.00 -0.01 0.01
0.00 0.00 0.00
0.00 0.00 0.00
0.00 0.00 0.00
0.00 0.01 0.00
0.00 -0.02 0.00
0.02 0.04 0.03
0.00 -0.01 -0.01
-0.01 -0.02 -0.01
0.00 -0.01 -0.01
-0.01 0.01 0.00
0.01 0.01 0.02
-0.02 -0.06 -0.06
0.01 0.00 -0.01
0.00 0.00 0.01
0.00 -0.01 -0.01
0.00 0.00 0.00
0.00 0.00 0.00
0.00 0.00 0.00
-0.01 0.01 0.00
-0.01 0.01 0.00
0.00 -0.02 -0.01
-0.01 0.00 0.00
0.00 0.00 0.00
0.00 0.01 0.00
0.00 -0.01 0.00
0.01 0.00 0.02
0.12 0.03 -0.01
0.00 0.00 0.00
0.00 0.00 0.00
0.00 0.00 0.00
-0.01 0.00 0.00
0.01 0.04 -0.04
-0.04 -0.07 0.00
0.04 0.02 0.01
-0.04 -0.01 -0.01
0.02 0.06 0.00
-0.01 -0.02 0.00
0.02 -0.03 0.11
0.00 -0.01 0.02
0.00 0.00 0.00
0.00 0.00 0.00
0.00 0.00 0.00
0.00 0.00 -0.01
0.00 0.00 -0.01
0.03 0.00 -0.04
0.00 0.01 0.02
-0.02 0.00 0.00
0.01 0.00 -0.01
0.01 0.00 0.02
0.00 0.00 0.00
0.00 0.00 0.00
0.00 0.00 0.00
0.00 0.00 0.00
0.00 0.00 0.00
0.00 0.00 0.00
0.00 0.00 0.00
0.00 0.00 0.00
0.00 0.00 0.00
0.00 0.00 0.00
-0.01 0.00 0.00
0.00 0.00 -0.01
0.01 0.00 0.00
-0.01 0.01 0.01
-0.01 -0.02 -0.01
0.02 -0.01 -0.01
-0.02 0.00 -0.02
0.00 0.00 0.00
0.00 0.00 0.00
0.00 0.00 0.00
0.00 0.00 0.00

## Properties
Charge: +2
Energy above the lowest of the compared OMol25 structures with the same formula, charge and spin (eV): 0.0000
Electronic energy (hartree): -6163.90215
Orbital gap (alpha / beta) (eV): 6.89 / 6.85

---

[2]
Here is a molecular structure, C49H39GeNP2S6SbTc from the Open Molecules 2025 dataset. Energies are from ωB97M-V/def2-TZVPD.

Last column: Mulliken spin population.
Element x y z (Å)
Tc -0.4297 -0.5295 -0.6018  1.21
S -0.5981 1.1701 1.2078  -0.06
P 0.7043 0.0996 2.2560  0.01
C 1.1718 -1.1784 1.0856  -0.07
P 2.5216 -1.0817 -0.0906  0.01
S 1.6666 -0.3368 -1.7450  -0.03
C 3.2239 -2.7087 -0.4330  0.00
C 2.9480 -3.8550 0.2999  0.01
C 3.5117 -5.0560 -0.0932  0.00
C 4.3589 -5.1066 -1.1881  0.00
C 4.6444 -3.9546 -1.9064  0.00
C 4.0726 -2.7539 -1.5376  0.01
C 3.8570 0.0052 0.4523  0.00
C 4.7623 -0.4654 1.3995  0.00
C 5.8191 0.3372 1.7814  0.00
C 5.9738 1.5983 1.2232  0.00
C 5.0690 2.0627 0.2822  0.00
C 4.0085 1.2674 -0.1096  0.00
C 2.0399 1.1593 2.8479  0.00
C 2.9403 0.6595 3.7844  0.00
C 3.9241 1.4907 4.2834  0.00
C 4.0025 2.8103 3.8622  0.00
C 3.0943 3.3071 2.9414  0.00
C 2.1062 2.4843 2.4325  0.00
C -0.0531 -0.6815 3.7037  0.02
C -1.0008 0.0772 4.3863  0.01
C -1.6742 -0.4758 5.4610  0.00
C -1.3791 -1.7699 5.8640  0.00
C -0.4127 -2.5101 5.2001  0.00
C 0.2541 -1.9740 4.1136  -0.01
H 2.2972 -3.8169 1.1614  0.00
H 3.2799 -5.9563 0.4532  0.00
H 4.7961 -6.0464 -1.4876  0.00
H 5.3034 -3.9952 -2.7590  0.00
H 4.2725 -1.8470 -2.0956  0.00
H 4.6352 -1.4540 1.8219  0.00
H 6.5215 -0.0261 2.5155  0.00
H 6.8004 2.2221 1.5264  0.00
H 5.1838 3.0423 -0.1557  0.00
H 3.3130 1.6192 -0.8607  0.00
H 2.8635 -0.3663 4.1206  0.00
H 4.6260 1.1092 5.0090  0.00
H 4.7693 3.4557 4.2622  0.00
H 3.1467 4.3376 2.6238  0.00
H 1.3814 2.8767 1.7306  0.00
H -1.2086 1.0911 4.0684  0.00
H -2.4192 0.1008 5.9872  0.00
H -1.8937 -2.2032 6.7075  0.00
H -0.1713 -3.5074 5.5349  0.00
H 1.0024 -2.5562 3.5929  0.00
S -3.9242 0.9613 2.5917  -0.01
Sb -3.4141 -1.4266 2.2848  -0.01
S 0.0178 -2.4191 0.8613  -0.07
S -2.8277 -0.7638 -0.1105  0.00
S -5.5074 -2.1212 1.5938  0.09
N -2.8004 -5.7862 -5.4942  0.00
C -2.4167 -5.0190 -4.7351  0.00
C -1.9392 -4.0612 -3.8116  0.01
C -2.1434 -4.2302 -2.4443  0.00
C -1.7403 -3.2453 -1.5649  0.02
C -1.0934 -2.0866 -1.9930  -0.04
C -0.8584 -1.9643 -3.3619  -0.01
C -1.2758 -2.9235 -4.2640  -0.01
H -2.6264 -5.1219 -2.0758  0.00
H -1.9534 -3.3978 -0.5132  0.00
H -0.3200 -1.1086 -3.7375  0.00
H -1.0974 -2.7850 -5.3199  0.00
C -0.4796 1.4024 -4.1488  0.00
Ge -1.2613 1.1847 -2.3191  -0.05
C -0.8760 3.0370 -1.6602  -0.03
C -1.7702 4.0322 -2.0312  0.00
C -1.4855 5.3627 -1.7858  0.00
C -0.3024 5.7158 -1.1610  0.00
C 0.5977 4.7350 -0.7863  0.00
C 0.3095 3.4056 -1.0427  -0.01
C -3.2355 1.1699 -2.6224  -0.01
C -3.7725 1.2045 -3.9045  0.01
C -5.1416 1.1176 -4.1104  0.00
C -5.9970 0.9282 -3.0434  0.00
C -5.4872 0.8513 -1.7453  0.00
C -6.3332 0.5396 -0.6153  0.00
C -5.9062 0.6727 0.6497  0.00
C -4.5646 1.2661 0.9132  0.00
C -3.5496 0.9570 -0.1707  0.01
C -4.1126 1.0448 -1.5485  0.02
H -0.7148 2.4163 -4.4636  0.00
H -0.8756 0.7088 -4.8826  0.00
H 0.6021 1.3052 -4.1163  0.00
H -2.6806 3.7481 -2.5413  0.00
H -2.1843 6.1221 -2.0982  0.00
H -0.0820 6.7541 -0.9689  0.00
H 1.5313 5.0108 -0.3147  0.00
H 1.0346 2.6463 -0.7723  0.01
H -3.1076 1.3084 -4.7480  0.00
H -5.5363 1.1787 -5.1120  0.00
H -7.0621 0.8354 -3.1984  0.00
H -7.3237 0.1649 -0.8290  0.00
H -6.5526 0.5079 1.4980  0.00
H -4.6828 2.3602 0.9145  0.00
H -2.7011 1.6354 -0.0577  0.00

Forces on the atoms, in the same order (eV/Å):
1.46 -0.87 2.31
-0.51 0.09 -0.75
0.42 -0.14 0.93
-0.78 0.06 -0.79
0.74 -0.43 0.55
-0.79 0.35 -0.70
-0.17 0.45 0.10
-0.01 0.10 0.09
0.05 -0.10 0.04
-0.06 0.03 0.01
0.06 0.02 -0.08
-0.06 0.07 0.08
-0.28 -0.24 -0.28
-0.05 -0.06 -0.16
0.05 -0.09 0.01
-0.05 -0.02 -0.04
0.07 0.04 -0.02
-0.06 -0.09 -0.09
-0.35 -0.18 -0.12
-0.09 0.08 0.00
-0.01 -0.06 0.12
-0.07 0.02 0.01
0.03 0.06 0.08
-0.07 -0.01 -0.02
0.16 0.20 -0.41
0.14 0.09 -0.03
0.11 0.03 0.07
0.01 0.01 -0.02
0.08 -0.10 0.07
0.03 0.10 -0.04
0.00 -0.05 -0.01
0.01 -0.10 0.08
0.03 -0.09 -0.02
0.07 -0.01 -0.09
0.07 -0.04 -0.10
0.08 -0.07 0.04
0.10 0.00 0.06
0.10 0.05 0.02
0.06 0.09 -0.02
-0.02 0.03 0.02
0.02 -0.05 0.07
0.08 -0.01 0.07
0.08 0.06 0.05
0.01 0.09 -0.01
0.01 0.00 -0.05
-0.15 0.01 -0.01
-0.07 0.07 0.03
-0.08 -0.04 0.06
-0.02 -0.10 0.01
0.01 -0.06 -0.02
0.28 -0.07 0.14
-1.44 -0.45 0.22
-0.11 0.24 -0.58
0.08 0.35 -0.70
1.34 -0.11 0.49
-0.15 -0.30 -0.27
-0.08 -0.35 -0.32
0.32 0.69 0.51
0.01 0.07 -0.07
0.06 0.02 0.28
-0.02 0.34 0.05
0.22 0.30 0.20
-0.12 -0.18 0.00
-0.10 -0.05 0.02
-0.11 -0.04 -0.01
0.00 0.03 -0.13
0.01 -0.02 -0.08
0.00 -0.43 0.52
-0.99 0.98 -1.23
0.11 -0.63 0.19
-0.14 -0.27 -0.10
-0.03 0.12 -0.04
-0.06 0.15 0.06
0.12 0.00 0.00
0.21 -0.10 0.01
0.33 -0.13 -0.01
0.39 0.03 0.04
-0.09 0.01 -0.02
0.22 -0.02 0.15
0.36 0.18 -0.26
-0.12 0.06 0.79
-0.56 0.31 -0.76
0.05 -0.05 0.37
0.16 0.00 0.00
-0.14 -0.02 -0.26
-0.07 0.10 0.09
-0.04 -0.13 -0.05
0.17 0.00 -0.04
-0.16 0.12 0.00
-0.09 0.13 0.00
0.02 0.13 0.01
0.07 0.01 0.04
0.06 -0.05 0.06
-0.01 0.02 -0.20
-0.05 0.00 -0.14
-0.08 -0.07 -0.03
-0.13 0.04 0.07
0.01 -0.10 -0.06
0.05 -0.04 -0.10
-0.15 -0.01 0.02

## Properties
Charge: +1
Spin multiplicity: 2
Energy above the lowest of the compared OMol25 structures with the same formula, charge and spin (eV): 3.1079
Electronic energy (hartree): -7414.99662
Orbital gap (alpha / beta) (eV): 3.14 / 3.74
⟨S²⟩: 0.93